ORCA calculation (wB97M-V/def2-TZVPD) on a 2-piece molecular cluster, C5H9NO overall in a non-equilibrium geometry.

ORCA input file:
```
! RIJCOSX wB97M-V def2-TZVPD def2/J DEFGRID3
* xyz 0 1
N -1.289 -2.069 2.622
C -0.831 -1.397 1.799
C -0.188 -0.561 0.789
C -0.968 0.081 -0.381
C 0.090 1.217 -0.336
C 0.280 0.866 1.153
H 0.659 -1.121 0.376
H -1.935 0.462 -0.041
H -1.152 -0.533 -1.272
H 0.989 0.962 -0.904
H -0.226 2.226 -0.606
H -0.481 1.362 1.763
H 1.261 0.975 1.618
O 1.433 -0.585 -2.457
H 0.503 -0.619 -2.201
H 1.856 -1.266 -1.921
*
```

ΔE to the lowest compared entry with this formula, charge and spin = 43.2 kcal per mole
LUMO energy = 0.56 eV
SMILES = N#CC1CCC1.O
highest occupied orbital energy = -11.5 eV

In the natural (NBO) picture, each atom carries the following charge in e:
1. N -0.32
2. C 0.29
3. C -0.33
4. C -0.38
5. C -0.41
6. C -0.37
7. H 0.23
8. H 0.22
9. H 0.19
10. H 0.23
11. H 0.21
12. H 0.21
13. H 0.22
14. O -0.93
15. H 0.47
16. H 0.47